Entry 1:
ORCA calculation (ωB97M-V with the def2-TZVPD basis set) on C14H26Br6O6S3 as an isolated structure.

Computed properties:
energy above the lowest of the compared OMol25 structures with the same formula, charge and spin	0.429	eV
orbital gap	0.3703	hartree
HOMO energy	-10.19	eV

```
! wB97M-V def2-TZVPD RIJCOSX def2/J DEFGRID3
* xyz 0 1
C 3.6526 0.3144 -5.9612
Br 3.9374 2.1419 -6.4633
Br 2.2596 0.1710 -4.6424
Br 5.2767 -0.4804 -5.3149
H 3.3460 -0.2262 -6.8438
C 0.3914 1.1015 -1.5147
Br 0.9936 1.0138 0.3140
Br 0.6638 2.8863 -2.1660
Br -1.4395 0.5597 -1.6642
H 0.9663 0.3970 -2.0978
C -4.6877 -0.4761 -0.2685
C -5.0446 -0.8999 1.1742
C -6.4781 -1.4277 1.1941
S -7.2794 -0.8614 -0.2759
O -7.6197 0.5201 -0.1015
O -8.2738 -1.8068 -0.6993
C -5.7929 -0.8904 -1.2639
H -3.7253 -0.8748 -0.5831
H -4.5860 0.6090 -0.3331
H -4.9265 -0.0508 1.8501
H -4.3176 -1.6111 1.5657
H -7.0674 -1.2521 2.0920
H -6.4217 -2.5212 1.1610
H -5.8934 -0.2402 -2.1236
H -5.6203 -1.9468 -1.4796
C 0.4045 -4.0969 1.4544
C -0.0018 -2.7067 2.0403
C -1.0726 -2.0845 1.1762
S -0.7260 -2.6689 -0.4744
O 0.4222 -1.9664 -0.9784
O -1.9392 -2.7672 -1.2536
C -0.2326 -4.2908 0.0785
H 0.1114 -4.8970 2.1280
H 1.4832 -4.0869 1.3138
H 0.9035 -2.1133 2.1470
H -0.4028 -2.7938 3.0513
H -1.0636 -0.9968 1.1076
H -2.0695 -2.4615 1.4039
H 0.3976 -4.7489 -0.6774
H -1.1900 -4.8089 0.1483
C 5.9507 4.1924 1.3958
C 5.3169 3.4304 0.2373
C 3.8273 3.3424 0.5556
S 3.7418 3.2224 2.3626
O 3.4005 1.8839 2.7486
O 3.0254 4.3682 2.8549
C 5.4927 3.5254 2.6755
H 5.6182 5.2339 1.4132
H 7.0368 4.2413 1.3034
H 5.7325 2.4350 0.0828
H 5.4609 4.0094 -0.6763
H 3.2909 2.4780 0.1780
H 3.3043 4.2502 0.2619
H 5.9719 2.5615 2.8339
H 5.4914 4.1658 3.5530
*
```

How is the electron density shared among the atoms? According to Löwdin, the charges in e are:
1. C -1.6509
2. Br 0.5776
3. Br 0.5943
4. Br 0.5715
5. H -0.0273
6. C -1.6078
7. Br 0.6853
8. Br 0.5857
9. Br 0.6837
10. H -0.0823
11. C -0.2260
12. C -0.1982
13. C -0.2406
14. S 0.6391
15. O -0.3052
16. O -0.3154
17. C -0.2090
18. H 0.0471
19. H 0.1068
20. H 0.1140
21. H 0.0923
22. H 0.1113
23. H 0.1076
24. H 0.1105
25. H 0.1101
26. C -0.1875
27. C -0.2013
28. C -0.2498
29. S 0.6038
30. O -0.3639
31. O -0.3499
32. C -0.2265
33. H 0.1095
34. H 0.1109
35. H 0.1099
36. H 0.1132
37. H 0.0623
38. H 0.0984
39. H 0.1097
40. H 0.1043
41. C -0.2348
42. C -0.2135
43. C -0.2381
44. S 0.6457
45. O -0.3433
46. O -0.3201
47. C -0.2240
48. H 0.1220
49. H 0.1163
50. H 0.1203
51. H 0.1157
52. H 0.0207
53. H 0.1057
54. H 0.1065
55. H 0.1037


Entry 2:
ORCA calculation (ωB97M-V with the def2-TZVPD basis set) on a 2-piece molecular cluster, CH10NOSSi2 overall.

Computed properties:
energy above the lowest of the compared OMol25 structures with the same formula, charge and spin	1.689	eV
orbital gap	0.2884	hartree
HOMO energy	-13.40	eV

```
! wB97M-V def2-TZVPD RIJCOSX def2/J DEFGRID3
* xyz 1 1
C -0.9954 -0.0599 1.2814
N -0.3488 -1.1719 1.6290
O 0.8972 1.0826 -0.7982
Si -1.7830 0.6309 -1.8571
Si -0.4638 1.2146 0.0027
S 3.0163 -1.4658 0.6511
H -2.0492 0.0917 1.2402
H 3.6371 -1.7121 -0.5310
H 0.6585 -1.1311 1.5856
H -0.7950 -1.9554 2.1009
H 1.7324 1.4529 -0.7763
H -2.3906 -0.7280 -2.2953
H -2.8531 1.2664 -1.0469
H -1.5511 1.6713 -2.9648
H -0.7813 2.7078 0.3718
H 4.0697 -1.8939 1.4071
*
```

How is the electron density shared among the atoms? According to Löwdin, the charges in e are:
1. C -0.1222
2. N 0.1669
3. O -0.2193
4. Si 0.5839
5. Si 0.3752
6. S 0.5052
7. H 0.0704
8. H -0.1734
9. H 0.0183
10. H 0.1524
11. H 0.0348
12. H -0.0696
13. H -0.1296
14. H -0.0576
15. H 0.0360
16. H -0.1716


Entry 3:
ORCA calculation (ωB97M-V with the def2-TZVPD basis set) on C11H10BrDyNO as an isolated structure.

Computed properties:
energy above the lowest of the compared OMol25 structures with the same formula, charge and spin	0.000	eV
orbital gap (alpha / beta)	0.2806 / 0.2829	hartree
HOMO energy (alpha / beta)	-4.57 / -4.64	eV

```
! wB97M-V def2-TZVPD RIJCOSX def2/J DEFGRID3
* xyz -1 6
C -0.3090 1.5299 1.1518
C -1.0068 0.6514 2.0224
C -0.0615 0.0249 2.8818
H -2.0561 0.4384 1.9705
C 1.2187 0.6226 2.6683
C 1.0788 1.4962 1.5331
H 1.8742 2.1326 1.1166
H -0.7708 2.1429 0.3637
H -0.2949 -0.7700 3.5965
H 2.1416 0.4468 3.2322
Dy -0.3200 -0.5668 -0.2158
Br -2.9294 -0.8323 -0.4411
C 0.4712 -0.9180 -2.5834
C 1.5299 -0.0092 -2.2514
C 0.9635 1.2796 -2.0524
H 2.5966 -0.1983 -2.3800
C -0.4509 1.1734 -2.1971
C -0.7566 -0.1762 -2.5735
H -1.7441 -0.5502 -2.8584
H 0.5930 -1.9685 -2.8652
H 1.5205 2.2179 -2.0215
H -1.1597 2.0063 -2.1713
O -1.2808 -4.1236 2.1171
C -0.7227 -3.4151 1.3395
N -0.1249 -2.6350 0.6174
*
```

How is the electron density shared among the atoms? According to Löwdin, the charges in e are:
1. C -0.3424
2. C -0.3133
3. C -0.1769
4. H 0.0381
5. C -0.1437
6. C -0.1924
7. H 0.0824
8. H 0.0866
9. H 0.0908
10. H 0.0782
11. Dy 1.2343
12. Br 0.0075
13. C -0.2663
14. C -0.1932
15. C -0.1804
16. H 0.0919
17. C -0.2431
18. C -0.3773
19. H 0.0501
20. H 0.1006
21. H 0.0997
22. H 0.1042
23. O 0.0333
24. C -0.5447
25. N -0.1239